# 1
This record from the Open Molecules 2025 dataset describes a single C20H19N3OS molecule. The level of theory is the ωB97M-V functional and the def2-TZVPD basis.

Calculated values
Multiplicity ... 1
Relative energy (zero: lowest compared OMol25 entry of this formula, charge and spin) ... 0.0 kcal/mol
Total charge ... 0

Element x y z (Å)
1 C -7.38762 -0.47163 -0.37574
2 C -5.92469 -0.20313 -0.65427
3 O -5.49924 -0.06646 -1.78162
4 N -5.11695 -0.13670 0.44679
5 C -5.60283 -0.39204 1.78524
6 C -3.72645 0.07708 0.28663
7 C -2.81258 -0.75047 0.93230
8 C -1.45806 -0.53445 0.78951
9 C -0.98545 0.51315 0.00047
10 N 0.39741 0.64960 -0.12482
11 C 1.14020 1.73172 -0.45964
12 S 0.59211 3.28436 -0.59198
13 N 2.47969 1.52087 -0.60413
14 C 3.18391 0.32003 -0.72848
15 C 2.65747 -0.75386 -1.41379
16 C 3.38779 -1.93907 -1.55823
17 C 4.64667 -2.04691 -1.03883
18 C 5.22868 -0.96675 -0.34298
19 C 6.53042 -1.05587 0.19325
20 C 7.08006 -0.01265 0.88310
21 C 6.34467 1.16501 1.07658
22 C 5.08225 1.28691 0.56414
23 C 4.49269 0.23552 -0.16840
24 C -1.89937 1.32719 -0.66091
25 C -3.25476 1.11197 -0.51265
26 H -7.90109 -0.55548 -1.32955
27 H -7.82602 0.34798 0.18973
28 H -7.51728 -1.39486 0.18374
29 H -4.82784 -0.11524 2.49720
30 H -5.85883 -1.44520 1.93475
31 H -6.48598 0.21299 1.99306
32 H -3.15788 -1.57459 1.53833
33 H -0.75541 -1.18732 1.28948
34 H 0.92756 -0.15759 0.18524
35 H 3.01390 2.37607 -0.67817
36 H 1.68730 -0.67443 -1.88129
37 H 2.94560 -2.76018 -2.10206
38 H 5.21670 -2.95613 -1.15773
39 H 7.08494 -1.97146 0.04637
40 H 8.07761 -0.08967 1.28925
41 H 6.78085 1.97799 1.63765
42 H 4.52725 2.19642 0.74084
43 H -1.55305 2.13207 -1.28615
44 H -3.95434 1.74522 -1.03223

Forces on atoms 1 to 6 (eV/Å):
C 0.0 0.0 -0.3
C -0.3 -0.1 0.0
O 0.0 0.0 -0.2
N 0.2 0.1 0.1
C -0.3 -0.1 0.2
C 0.4 0.0 -0.1

Löwdin atomic charges, in units of e: atom 1 (C): 0.001, atom 2 (C): -0.495, atom 3 (O): 0.064, atom 4 (N): -0.059, atom 5 (C): -0.048, atom 6 (C): -0.219, atom 7 (C): -0.021, atom 8 (C): -0.019, atom 9 (C): -0.245, atom 10 (N): 0.061, atom 11 (C): -0.829, atom 12 (S): 0.667, atom 13 (N): 0.035, atom 14 (C): -0.190, atom 15 (C): -0.029, atom 16 (C): -0.070, atom 17 (C): -0.038, atom 18 (C): -0.165, atom 19 (C): -0.032, atom 20 (C): -0.078, atom 21 (C): -0.075, atom 22 (C): -0.022, atom 23 (C): -0.097, atom 24 (C): -0.035, atom 25 (C): 0.009, atom 26 (H): 0.085, atom 27 (H): 0.083, atom 28 (H): 0.080, atom 29 (H): 0.095, atom 30 (H): 0.095, atom 31 (H): 0.087, atom 32 (H): 0.114, atom 33 (H): 0.112, atom 34 (H): 0.133, atom 35 (H): 0.108, atom 36 (H): 0.118, atom 37 (H): 0.106, atom 38 (H): 0.111, atom 39 (H): 0.112, atom 40 (H): 0.104, atom 41 (H): 0.105, atom 42 (H): 0.108, atom 43 (H): 0.051, atom 44 (H): 0.120

# 2
This record from the Open Molecules 2025 dataset describes 4 unconnected molecules or ions with the total composition C13H37BN3O9PS. The level of theory is the ωB97M-V functional and the def2-TZVPD basis.

Calculated values
Multiplicity ... 1
Total charge ... 0

Element x y z (Å)
1 O 7.71427 0.89363 3.22709
2 C 6.49532 0.73634 2.98463
3 O 5.64969 -0.22934 3.61594
4 O 6.30692 -1.38873 3.87917
5 B 6.33363 -2.26237 2.70038
6 O 7.61013 -2.30595 1.98615
7 O 5.22389 -3.03876 2.24832
8 O 5.88461 1.62842 2.04508
9 P 5.29997 0.81335 0.65179
10 S 3.42766 0.35146 0.93714
11 H 7.35804 -2.15191 1.04944
12 H 5.42936 -3.47501 1.38322
13 H 6.08586 -0.31204 0.24768
14 H 5.34752 1.75014 -0.45152
15 C 0.18366 3.86047 0.96277
16 O 1.52121 3.92402 0.49737
17 C 2.18939 5.14883 0.78532
18 C 2.78358 5.23037 2.20651
19 C 1.73957 5.49939 3.28685
20 N 3.52385 4.01037 2.55403
21 H -0.31783 4.83142 0.91147
22 H 0.15820 3.47227 1.98302
23 H -0.36100 3.15642 0.32969
24 H 3.01823 5.20344 0.07122
25 H 1.53919 6.00552 0.57001
26 H 3.48518 6.07138 2.21982
27 H 1.13648 4.61921 3.51719
28 H 2.22810 5.80117 4.21754
29 H 1.06663 6.30765 2.98863
30 H 4.27973 3.88608 1.88263
31 H 2.90686 3.21766 2.36931
32 C 1.35164 -2.23570 -3.41768
33 O 1.25103 -1.08157 -2.60079
34 C -0.06029 -0.52994 -2.51761
35 C -0.97608 -1.22060 -1.48630
36 C -1.52623 -2.56133 -1.96438
37 N -0.29106 -1.41779 -0.20199
38 H 0.67365 -2.19482 -4.27525
39 H 1.16275 -3.13359 -2.82563
40 H 2.37660 -2.29737 -3.79025
41 H 0.07999 0.50880 -2.19983
42 H -0.52767 -0.48927 -3.50896
43 H -1.83477 -0.56150 -1.31798
44 H -0.78010 -3.35784 -1.93460
45 H -2.35446 -2.87952 -1.32558
46 H -1.90652 -2.48629 -2.98634
47 H -0.00779 -0.50798 0.15878
48 H 0.59553 -1.88343 -0.40017
49 C -4.92160 -1.99175 -0.22005
50 O -5.08643 -2.24552 -1.60636
51 C -5.98818 -3.30684 -1.90708
52 C -7.47530 -2.89762 -1.90333
53 C -8.05975 -2.74418 -0.50176
54 N -7.69493 -1.65161 -2.64950
55 H -4.97660 -2.90644 0.37738
56 H -5.66681 -1.26929 0.11903
57 H -3.93698 -1.54207 -0.07293
58 H -5.73120 -3.62901 -2.92190
59 H -5.80489 -4.16847 -1.25382
60 H -8.03553 -3.69674 -2.40033
61 H -7.73652 -1.82501 -0.00972
62 H -9.15180 -2.71098 -0.54934
63 H -7.78129 -3.58916 0.13335
64 H -7.38907 -1.78961 -3.61134
65 H -7.03725 -0.96086 -2.28564

Forces on atoms 1 to 6 (eV/Å):
O -5.4 -1.1 -0.9
C 5.0 1.0 1.0
O -0.9 3.6 -2.6
O 1.4 -3.0 -0.3
B 0.4 -0.6 -1.2
O -2.9 0.7 0.4

Löwdin atomic charges, in units of e: atom 1 (O): 0.138, atom 2 (C): -0.438, atom 3 (O): 0.013, atom 4 (O): 0.071, atom 5 (B): -0.560, atom 6 (O): 0.108, atom 7 (O): 0.146, atom 8 (O): -0.248, atom 9 (P): 0.396, atom 10 (S): 0.197, atom 11 (H): 0.087, atom 12 (H): 0.126, atom 13 (H): -0.006, atom 14 (H): 0.008, atom 15 (C): -0.106, atom 16 (O): -0.205, atom 17 (C): -0.203, atom 18 (C): -0.428, atom 19 (C): -0.073, atom 20 (N): 0.045, atom 21 (H): 0.090, atom 22 (H): 0.076, atom 23 (H): 0.083, atom 24 (H): 0.119, atom 25 (H): 0.117, atom 26 (H): 0.134, atom 27 (H): 0.064, atom 28 (H): 0.077, atom 29 (H): 0.077, atom 30 (H): 0.055, atom 31 (H): 0.049, atom 32 (C): -0.110, atom 33 (O): -0.199, atom 34 (C): -0.198, atom 35 (C): -0.428, atom 36 (C): -0.067, atom 37 (N): 0.045, atom 38 (H): 0.090, atom 39 (H): 0.073, atom 40 (H): 0.085, atom 41 (H): 0.119, atom 42 (H): 0.118, atom 43 (H): 0.129, atom 44 (H): 0.066, atom 45 (H): 0.060, atom 46 (H): 0.083, atom 47 (H): 0.062, atom 48 (H): 0.068, atom 49 (C): -0.105, atom 50 (O): -0.205, atom 51 (C): -0.202, atom 52 (C): -0.431, atom 53 (C): -0.075, atom 54 (N): 0.035, atom 55 (H): 0.095, atom 56 (H): 0.075, atom 57 (H): 0.076, atom 58 (H): 0.120, atom 59 (H): 0.119, atom 60 (H): 0.134, atom 61 (H): 0.064, atom 62 (H): 0.076, atom 63 (H): 0.078, atom 64 (H): 0.071, atom 65 (H): 0.070

# 3
This record from the Open Molecules 2025 dataset describes a molecular structure, C38H53BBiClN14O2S3. The level of theory is the ωB97M-V functional and the def2-TZVPD basis.

Calculated values
Multiplicity ... 1
Total charge ... +2

Element x y z (Å)
1 Bi 0.42225 -1.76178 -2.79631
2 C -4.11220 1.48861 -1.33555
3 C -3.12179 1.67142 -0.24419
4 C -3.39709 2.39188 0.87563
5 C -2.41845 2.51666 1.89884
6 N -1.22545 2.02132 1.74219
7 N -0.91560 1.32943 0.62976
8 B 0.48186 0.71920 0.62342
9 N 0.55155 -0.57952 1.42305
10 N -0.05501 -0.45533 2.60387
11 C -0.11396 -1.45122 3.44518
12 C 0.42551 -2.71182 3.10366
13 C 1.03937 -2.87579 1.89130
14 C 1.59868 -4.17179 1.45223
15 C 1.12739 -1.74219 1.02414
16 S 2.00680 -1.85815 -0.42011
17 C -0.77839 -1.14699 4.77123
18 C 0.00691 0.01596 5.39722
19 C -2.23022 -0.73095 4.48938
20 C -0.77121 -2.33852 5.73035
21 N 1.51770 0.96824 -0.43242
22 N 1.64270 1.68018 0.70038
23 C 2.61280 2.51973 0.94169
24 C 3.61682 2.61027 -0.05548
25 C 3.54882 1.87978 -1.20895
26 C 4.61868 1.89463 -2.22875
27 C 2.41670 1.00739 -1.42431
28 S 2.38874 0.09553 -2.83592
29 C 2.67621 3.37975 2.16546
30 C 1.40159 3.21949 2.97811
31 C 3.89011 2.97591 3.01012
32 C 2.82093 4.84664 1.72882
33 C -1.82531 1.06611 -0.34299
34 S -1.46482 0.08686 -1.66314
35 C -2.79567 3.28826 3.14444
36 C -4.19985 2.87035 3.60826
37 C -2.78615 4.77618 2.76535
38 C -1.83655 3.05964 4.30685
39 H -5.00272 2.08586 -1.15764
40 H -4.38939 0.43736 -1.40712
41 H -3.67597 1.76852 -2.29263
42 H -4.35716 2.86528 0.98723
43 H 0.34581 -3.54784 3.77608
44 H 1.42354 -4.94964 2.18800
45 H 2.66709 -4.06916 1.27368
46 H 1.15296 -4.45743 0.49963
47 H 0.01951 0.86181 4.71606
48 H 1.03249 -0.29006 5.59727
49 H -0.44699 0.31975 6.33677
50 H -2.25576 0.07169 3.75650
51 H -2.70456 -0.40055 5.41034
52 H -2.79828 -1.57581 4.10313
53 H 0.24343 -2.65904 5.95898
54 H -1.33251 -3.18014 5.32821
55 H -1.24543 -2.04444 6.66427
56 H 4.46288 3.25572 0.11586
57 H 5.40291 2.60058 -1.97775
58 H 4.20688 2.12744 -3.21022
59 H 5.04126 0.89141 -2.30210
60 H 1.25046 2.18173 3.25916
61 H 0.54835 3.54424 2.39045
62 H 1.47325 3.82385 3.87672
63 H 3.78793 1.95445 3.36359
64 H 3.94427 3.63260 3.87274
65 H 4.82245 3.05927 2.45992
66 H 2.03614 5.12706 1.03137
67 H 3.78241 5.05237 1.26820
68 H 2.73139 5.47999 2.60628
69 H -4.98507 3.25917 2.96743
70 H -4.37311 3.26168 4.60659
71 H -4.28816 1.78654 3.65162
72 H -3.43937 4.97435 1.91938
73 H -1.77838 5.09506 2.50888
74 H -3.12941 5.36463 3.61099
75 H -1.89655 2.03702 4.65710
76 H -2.11227 3.71416 5.12803
77 H -0.81685 3.27604 4.02703
78 N 1.35619 -1.78700 -6.25112
79 C 1.90783 -2.80268 -5.52758
80 C 2.48022 -3.83997 -6.29134
81 C 3.12600 -4.87922 -5.67215
82 C 3.24799 -4.84786 -4.28219
83 C 2.66431 -3.81284 -3.59865
84 N 1.96648 -2.82894 -4.19124
85 C 0.75994 -0.57998 -5.98615
86 C 0.60060 0.28796 -7.08264
87 C 0.03258 1.52495 -6.88517
88 C -0.36316 1.87726 -5.59619
89 C -0.18512 0.96252 -4.58571
90 N 0.36266 -0.23907 -4.76798
91 H 1.46624 -1.93459 -7.24847
92 H 2.40435 -3.79473 -7.36868
93 H 3.53611 -5.69229 -6.25047
94 H 3.79008 -5.61064 -3.75064
95 H 2.73357 -3.74861 -2.52585
96 H 0.94335 -0.01640 -8.06124
97 H -0.09480 2.20755 -7.71110
98 H -0.78977 2.84405 -5.39023
99 H -0.48561 1.18630 -3.57450
100 N -2.19585 -2.73870 -0.28577
101 N -2.96136 -3.74481 -0.88901
102 C -2.89688 -3.97284 -2.20177
103 N -3.55211 -5.01064 -2.71124
104 N -2.14413 -3.12878 -2.92347
105 N -1.92807 -3.31056 -4.18554
106 O -2.54865 -4.08690 -4.88389
107 O -1.01447 -2.61085 -4.67186
108 H -1.20438 -2.93793 -0.44611
109 H -2.39637 -2.70799 0.70834
110 H -3.36796 -4.46519 -0.30065
111 H -4.05203 -5.66558 -2.13376
112 H -3.52922 -5.13093 -3.72176
113 Cl 0.21954 -4.25496 -1.78713

Forces on atoms 1 to 6 (eV/Å):
Bi -0.7 -0.5 0.5
C -0.1 0.0 -0.1
C -0.1 0.3 0.5
C 0.4 -0.4 -0.5
C 0.0 -0.2 -0.3
N 0.2 0.4 0.7

Here are the Löwdin charges for atoms 1 to 99, given in e: atom 1 (Bi): 1.349, atom 2 (C): -0.060, atom 3 (C): -0.240, atom 4 (C): 0.078, atom 5 (C): -0.201, atom 6 (N): 0.177, atom 7 (N): 0.046, atom 8 (B): -0.646, atom 9 (N): 0.068, atom 10 (N): 0.178, atom 11 (C): -0.192, atom 12 (C): 0.094, atom 13 (C): -0.241, atom 14 (C): -0.073, atom 15 (C): -0.562, atom 16 (S): 0.634, atom 17 (C): -0.533, atom 18 (C): -0.031, atom 19 (C): -0.034, atom 20 (C): -0.046, atom 21 (N): 0.132, atom 22 (N): 0.256, atom 23 (C): -0.100, atom 24 (C): 0.100, atom 25 (C): -0.212, atom 26 (C): -0.062, atom 27 (C): -0.618, atom 28 (S): 0.707, atom 29 (C): -0.532, atom 30 (C): -0.053, atom 31 (C): -0.011, atom 32 (C): -0.016, atom 33 (C): -0.566, atom 34 (S): 0.675, atom 35 (C): -0.537, atom 36 (C): -0.031, atom 37 (C): -0.020, atom 38 (C): -0.032, atom 39 (H): 0.092, atom 40 (H): 0.089, atom 41 (H): 0.079, atom 42 (H): 0.127, atom 43 (H): 0.124, atom 44 (H): 0.093, atom 45 (H): 0.088, atom 46 (H): -0.001, atom 47 (H): 0.048, atom 48 (H): 0.095, atom 49 (H): 0.098, atom 50 (H): 0.054, atom 51 (H): 0.097, atom 52 (H): 0.089, atom 53 (H): 0.093, atom 54 (H): 0.089, atom 55 (H): 0.097, atom 56 (H): 0.136, atom 57 (H): 0.096, atom 58 (H): 0.084, atom 59 (H): 0.095, atom 60 (H): 0.075, atom 61 (H): 0.070, atom 62 (H): 0.105, atom 63 (H): 0.095, atom 64 (H): 0.101, atom 65 (H): 0.088, atom 66 (H): 0.098, atom 67 (H): 0.086, atom 68 (H): 0.100, atom 69 (H): 0.082, atom 70 (H): 0.096, atom 71 (H): 0.089, atom 72 (H): 0.087, atom 73 (H): 0.087, atom 74 (H): 0.097, atom 75 (H): 0.059, atom 76 (H): 0.101, atom 77 (H): 0.046, atom 78 (N): 0.140, atom 79 (C): -0.284, atom 80 (C): 0.017, atom 81 (C): -0.016, atom 82 (C): -0.030, atom 83 (C): -0.197, atom 84 (N): -0.076, atom 85 (C): -0.298, atom 86 (C): 0.021, atom 87 (C): -0.026, atom 88 (C): -0.033, atom 89 (C): -0.191, atom 90 (N): -0.103, atom 91 (H): 0.149, atom 92 (H): 0.124, atom 93 (H): 0.125, atom 94 (H): 0.119, atom 95 (H): 0.052, atom 96 (H): 0.123, atom 97 (H): 0.122, atom 98 (H): 0.113, atom 99 (H): 0.021

# 4
This record from the Open Molecules 2025 dataset describes a gas-phase ion, C2H7N2 (charge +1). The level of theory is the ωB97M-V functional and the def2-TZVPD basis.

Calculated values
Multiplicity ... 1
Relative energy (zero: lowest compared OMol25 entry of this formula, charge and spin) ... 29.1 kcal/mol
Total charge ... +1

Element x y z (Å)
1 C 0.95545 -0.46753 -1.30611
2 N 0.06320 -0.44669 -0.12728
3 C -0.36231 0.67171 0.50066
4 N -1.01047 0.48678 1.67737
5 H 0.40695 -0.39970 -2.30277
6 H 1.61556 -1.44963 -1.28396
7 H 1.62304 0.45750 -1.58507
8 H -0.23238 -1.28547 0.34009
9 H -0.22533 1.71752 0.08384
10 H -0.95191 -0.34313 2.27386
11 H -1.88179 1.05864 1.72936

Forces on atoms 1 to 6 (eV/Å):
C 1.7 -0.5 -2.6
N 0.5 3.9 0.2
C 0.1 -2.5 -0.1
N -1.0 1.7 -1.0
H -0.1 -1.0 1.5
H -1.4 2.3 0.0

Löwdin atomic charges, in units of e: atom 1 (C): -0.067, atom 2 (N): 0.015, atom 3 (C): -0.082, atom 4 (N): 0.136, atom 5 (H): 0.102, atom 6 (H): 0.135, atom 7 (H): 0.127, atom 8 (H): 0.151, atom 9 (H): 0.189, atom 10 (H): 0.140, atom 11 (H): 0.153

# 5
This record from the Open Molecules 2025 dataset describes 2 unconnected molecules or ions with the total composition C2H3FO2S. The level of theory is the ωB97M-V functional and the def2-TZVPD basis.

Calculated values
Multiplicity ... 1
Relative energy (zero: lowest compared OMol25 entry of this formula, charge and spin) ... 47.4 kcal/mol
Total charge ... 0

Element x y z (Å)
1 C 2.51073 0.23654 0.30435
2 C 1.64086 -0.72281 0.19037
3 O 0.87054 -1.56903 0.22912
4 H 3.36034 0.37430 -0.29504
5 H 2.46425 0.73310 1.26477
6 O -2.79246 0.69596 -1.22535
7 S -2.03514 0.43213 0.20586
8 F -2.31435 -1.23292 0.45624
9 H -3.70477 1.05274 -1.13032

Forces on atoms 1 to 6 (eV/Å):
C -0.3 0.4 1.0
C 0.6 0.2 0.3
O -0.9 -0.8 -0.4
H 0.7 0.1 -0.9
H 0.0 0.2 -0.1
O 0.0 0.2 0.6

Löwdin atomic charges, in units of e: atom 1 (C): 0.003, atom 2 (C): -0.304, atom 3 (O): 0.170, atom 4 (H): 0.039, atom 5 (H): 0.065, atom 6 (O): -0.460, atom 7 (S): 0.905, atom 8 (F): -0.477, atom 9 (H): 0.059

no.,calculated total energy (eV),HOMO (eV)
1,-38402.5627,-7.98
2,-57776.7267,-9.11
3,-116754.1308,-12.61
4,-5160.2045,-15.48
5,-19767.8878,-9.24